{
  "formula": "C36H53NP2Sm",
  "method": "the ωB97M-V functional and the def2-TZVPD basis",
  "total_charge": 1,
  "orbital_gap_ev": [7.266, 7.471],
  "lumo_ev": [-2.8, -2.7],
  "multiplicity": 6,
  "homo_energy_ev": [-10.083, -10.124],
  "elements": ["Sm", "C", "C", "C", "C", "C", "C", "H", "H", "H", "C", "H", "H", "H", "C", "H", "H", "H", "C", "H", "H", "H", "C", "H", "H", "H", "C", "C", "C", "C", "C", "C", "C", "C", "H", "H", "H", "H", "H", "H", "H", "H", "H", "H", "H", "H", "P", "P", "C", "C", "H", "H", "H", "H", "C", "H", "H", "H", "C", "H", "H", "H", "C", "H", "H", "H", "C", "H", "H", "H", "C", "C", "C", "C", "C", "C", "N", "C", "C", "C", "C", "C", "C", "H", "H", "H", "H", "H", "H", "H", "H", "H", "H"],
  "xyz": [[0.543164, -0.926623, 0.882814], [0.889841, -0.648915, 3.423260], [-0.531455, -0.744342, 3.217260], [0.417825, -2.808063, 2.727635], [1.465688, -1.926401, 3.137439], [-0.814036, -2.082275, 2.763041], [1.637389, 0.501989, 3.995499], [1.052430, 1.425856, 3.950271], [2.588518, 0.677569, 3.472715], [1.893480, 0.328897, 5.052239], [2.889154, -2.295426, 3.321673], [3.457097, -1.468903, 3.758264], [3.357564, -2.561167, 2.364333], [3.007649, -3.167149, 3.977135], [0.539699, -4.252224, 2.411839], [1.343924, -4.731016, 2.987702], [0.750140, -4.402540, 1.342987], [-0.391761, -4.784924, 2.640742], [-2.150315, -2.694757, 2.547999], [-2.376987, -3.427969, 3.339026], [-2.204070, -3.240609, 1.593098], [-2.945385, -1.941920, 2.566843], [-1.552682, 0.255190, 3.622533], [-1.934187, 0.031397, 4.634820], [-2.413773, 0.246798, 2.936989], [-1.136076, 1.268903, 3.644602], [-0.414564, 4.729091, -1.758149], [-0.602378, 5.302523, -0.562934], [-1.819579, 6.101977, -0.188168], [-3.168092, 5.572143, -0.744297], [-3.317949, 4.090550, -0.891084], [-3.120695, 3.412102, -2.042618], [-2.392671, 3.931634, -3.245319], [-1.262106, 4.963650, -2.964629], [-1.715797, 7.145224, -0.535106], [-3.332320, 6.046820, -1.724001], [-1.872593, 6.170944, 0.906845], [-1.710710, 5.965654, -2.910022], [0.495217, 4.162818, -1.982730], [0.221947, 5.368029, 0.164445], [-0.589794, 4.944532, -3.838168], [-1.973742, 3.067154, -3.778674], [-3.586644, 2.426271, -2.187354], [-3.081972, 4.409563, -3.960227], [-3.960785, 5.936764, -0.067524], [-3.737223, 3.583403, -0.021908], [0.276255, 1.751721, 0.314600], [-1.978511, -0.736444, -0.480570], [-0.809327, 1.773673, -1.201979], [-1.487285, 0.503271, -1.755384], [-0.224871, 2.244506, -2.010383], [-1.558001, 2.511226, -0.889786], [-2.392254, 0.802200, -2.308173], [-0.815238, 0.018210, -2.481348], [-2.437906, -2.216432, -1.417046], [-2.719550, -3.010212, -0.712497], [-1.610921, -2.584192, -2.031637], [-3.286200, -1.975787, -2.065464], [-3.561042, -0.129546, 0.162985], [-4.234898, 0.089213, -0.675669], [-3.409362, 0.779039, 0.763254], [-4.007102, -0.906098, 0.802562], [1.776925, 2.628051, -0.229438], [2.484267, 2.634771, 0.611868], [1.563749, 3.662023, -0.531097], [2.224501, 2.067474, -1.064988], [-0.533321, 2.840806, 1.528029], [-1.459051, 2.389546, 1.901755], [-0.774071, 3.813730, 1.082717], [0.145458, 2.985532, 2.383383], [0.425255, -3.472145, -4.079597], [0.711769, -2.130715, -3.806565], [1.135145, -1.744429, -2.536134], [1.292293, -2.723999, -1.524774], [0.927350, -4.061722, -1.782323], [0.524901, -4.430982, -3.060851], [1.945891, -2.376723, -0.317271], [3.268822, -2.833208, -0.224093], [3.567729, -4.013067, 0.479122], [4.811308, -4.622279, 0.305187], [5.754018, -4.068735, -0.567836], [5.477883, -2.856297, -1.209033], [4.266648, -2.215794, -1.003137], [0.116570, -3.765432, -5.083289], [0.610600, -1.373394, -4.584196], [1.446642, -0.714590, -2.320069], [1.028952, -4.793545, -0.977084], [0.276197, -5.469675, -3.270641], [2.802339, -4.444326, 1.126019], [5.039277, -5.532267, 0.861226], [6.713797, -4.572195, -0.734163], [6.216719, -2.407073, -1.871017], [4.027267, -1.275913, -1.496309]],
  "forces_ev_per_angstrom": [[1.6, -2.8, -0.8], [-0.9, -0.8, 0.1], [0.9, -1.0, 0.2], [-0.2, 1.1, 0.6], [-1.3, 0.0, 0.0], [1.0, 0.6, 0.6], [0.3, 0.5, 0.2], [0.1, -0.1, 0.0], [-0.2, 0.0, 0.1], [-0.1, 0.0, -0.2], [0.7, -0.1, -0.3], [0.0, -0.2, 0.0], [0.0, 0.1, 0.4], [-0.1, 0.2, -0.1], [0.0, -0.6, -0.3], [-0.2, 0.2, -0.2], [-0.1, -0.1, 0.3], [0.2, 0.1, 0.0], [-0.5, -0.3, -0.1], [0.0, 0.2, -0.2], [-0.1, 0.1, 0.2], [0.1, -0.2, 0.0], [-0.4, 0.3, 0.2], [0.1, 0.1, -0.4], [0.1, 0.1, 0.2], [-0.2, -0.2, 0.1], [0.6, 0.5, 0.3], [0.6, 0.5, -0.7], [-0.2, 0.2, 0.2], [0.3, 0.7, 0.0], [-0.4, -0.6, -0.9], [-1.0, 0.7, 0.7], [0.1, 0.3, -0.3], [-0.6, -0.1, -0.4], [0.1, -0.3, 0.1], [-0.2, -0.2, 0.4], [0.0, -0.1, -0.2], [0.3, -0.3, -0.1], [-0.2, 0.4, 0.3], [-0.4, -0.5, -0.3], [-0.3, 0.2, 0.2], [0.0, 0.1, 0.1], [0.5, 0.3, 0.4], [0.0, -0.2, 0.2], [0.2, -0.1, -0.4], [-0.2, -0.1, -0.3], [-0.1, 0.6, -0.6], [0.3, 0.1, -0.1], [0.1, 0.3, 0.2], [0.0, 0.0, -0.1], [-0.3, -0.2, 0.4], [0.2, -0.3, -0.4], [0.3, -0.1, 0.0], [-0.3, 0.0, 0.3], [-0.3, -0.2, -0.2], [0.0, 0.2, -0.2], [0.0, 0.1, 0.1], [0.0, -0.2, 0.0], [-0.2, 0.1, 0.1], [0.0, 0.0, 0.2], [-0.1, -0.2, -0.2], [0.1, 0.3, -0.2], [0.2, 0.2, 0.2], [-0.1, 0.0, -0.3], [0.2, -0.4, 0.1], [-0.1, 0.2, 0.3], [-0.1, 0.4, 0.1], [0.2, 0.0, -0.1], [0.1, -0.4, 0.2], [-0.2, -0.1, -0.3], [0.0, 0.2, 0.2], [-0.3, -0.1, 0.0], [0.0, -0.7, 0.3], [0.6, 0.3, -0.3], [0.1, 0.4, -0.2], [-0.2, 0.2, 0.0], [-1.4, 1.7, 1.0], [0.5, -0.9, -0.5], [0.3, 0.3, -0.4], [0.1, 0.2, 0.1], [0.0, -0.1, 0.1], [0.3, -0.1, 0.2], [-0.4, -0.5, 0.2], [0.1, 0.1, 0.3], [0.1, -0.2, 0.1], [0.0, -0.4, -0.1], [0.0, 0.2, -0.3], [0.1, 0.2, 0.0], [0.3, 0.0, -0.3], [0.0, 0.2, -0.2], [-0.4, 0.2, 0.1], [-0.1, -0.1, 0.2], [0.1, -0.2, 0.0]],
  "lowdin_charge": [1.422, -0.344, -0.344, -0.303, -0.305, -0.343, -0.041, 0.061, 0.083, 0.103, -0.015, 0.083, 0.060, 0.101, -0.028, 0.094, 0.057, 0.087, -0.049, 0.101, 0.072, 0.065, -0.042, 0.107, 0.064, 0.054, -0.144, -0.143, -0.175, -0.179, -0.113, -0.148, -0.168, -0.168, 0.125, 0.109, 0.109, 0.110, 0.085, 0.111, 0.122, 0.107, 0.098, 0.126, 0.121, 0.106, 0.796, 0.793, -0.397, -0.379, 0.080, 0.031, 0.072, 0.064, -0.234, 0.048, 0.028, 0.061, -0.245, 0.058, 0.037, 0.049, -0.251, 0.053, 0.023, 0.057, -0.237, 0.034, 0.014, 0.056, -0.083, -0.093, -0.085, -0.348, -0.021, -0.071, -0.188, -0.330, -0.056, -0.073, -0.088, -0.083, -0.030, 0.107, 0.108, 0.098, 0.112, 0.110, 0.086, 0.107, 0.107, 0.105, 0.104]
}

{
  "formula": "C36H54ClN3O4PPdS2",
  "method": "the ωB97M-V functional and the def2-TZVPD basis",
  "total_charge": 3,
  "orbital_gap_ev": [7.183, 3.417],
  "lumo_ev": [-9.1, -12.9],
  "multiplicity": 5,
  "homo_energy_ev": [-16.311, -16.308],
  "elements": ["Pd", "O", "S", "C", "C", "C", "C", "C", "C", "C", "C", "C", "C", "C", "C", "H", "H", "H", "H", "H", "H", "H", "H", "H", "H", "Cl", "C", "C", "C", "C", "N", "C", "H", "H", "H", "H", "C", "C", "C", "C", "C", "C", "P", "C", "C", "C", "C", "C", "C", "C", "C", "C", "C", "C", "C", "H", "H", "H", "H", "H", "H", "H", "H", "H", "H", "H", "H", "H", "H", "H", "H", "H", "H", "H", "H", "H", "H", "H", "H", "H", "H", "H", "H", "H", "H", "H", "H", "H", "N", "N", "H", "H", "H", "H", "C", "S", "O", "O", "O", "H", "H", "H"],
  "xyz": [[-0.239437, -0.482590, 0.883631], [-1.585773, -2.214262, 0.790229], [-2.426877, -3.443225, 1.163267], [-1.741703, -4.810921, 0.291185], [-0.363454, -4.973381, 0.161368], [0.112269, -6.111747, -0.463003], [-0.779067, -7.078089, -0.925942], [-2.145812, -6.903532, -0.784132], [-2.641447, -5.757075, -0.173056], [-1.972211, -3.860743, 2.823967], [-2.937515, -4.469796, 3.611546], [-2.600789, -4.858021, 4.904046], [-1.321379, -4.631248, 5.386826], [-0.364095, -4.010688, 4.585273], [-0.682539, -3.622366, 3.293514], [0.329182, -4.254111, 0.584925], [1.176853, -6.262025, -0.574775], [-0.399246, -7.975964, -1.392413], [-2.831660, -7.652095, -1.153732], [-3.708094, -5.604827, -0.074084], [-3.934920, -4.647215, 3.230168], [-3.340504, -5.339291, 5.528601], [-1.062950, -4.944064, 6.389049], [0.638284, -3.857864, 4.961847], [0.062917, -3.147655, 2.664073], [-1.799895, 3.855326, 4.619845], [-1.992976, 2.245360, 4.354118], [-2.610223, 1.391389, 5.299988], [-2.725655, 0.079148, 4.948575], [-2.249856, -0.358493, 3.678944], [-1.619161, 0.427044, 2.789147], [-1.485092, 1.695580, 3.105808], [-2.970704, 1.785780, 6.240212], [-3.194429, -0.643932, 5.601451], [-2.409190, -1.386198, 3.381025], [-0.954377, 2.347149, 2.425613], [-0.177484, 1.178737, -5.751898], [1.159396, 0.576185, -5.281647], [1.125977, 0.214960, -3.788660], [0.301847, 1.289615, -3.070452], [-1.185093, 1.086608, -3.422294], [-1.337688, 0.669861, -4.901135], [0.673254, 1.556276, -1.313600], [2.386896, 2.091710, -1.043356], [3.440302, 0.977013, -1.016999], [4.811229, 1.607453, -0.800414], [5.185748, 2.583342, -1.937111], [4.001050, 2.907432, -2.847731], [2.758000, 3.248810, -2.034432], [-0.419387, 2.825423, -0.598195], [-0.443047, 4.131877, -1.431096], [-1.614225, 5.040723, -1.002306], [-2.083099, 4.740222, 0.415570], [-2.691886, 3.337861, 0.463375], [-1.843958, 2.303683, -0.312442], [-0.349656, 0.929704, -6.797633], [-0.143099, 2.270710, -5.711138], [1.971674, 1.284285, -5.456501], [1.396103, -0.319178, -5.856455], [2.138070, 0.112209, -3.393608], [0.623934, -0.749120, -3.655532], [0.624549, 2.263485, -3.469376], [-1.743093, 2.005043, -3.241005], [-1.620920, 0.310147, -2.782472], [-2.287276, 1.046722, -5.278812], [-1.387118, -0.418643, -4.977690], [2.341824, 2.491327, -0.020772], [3.436995, 0.399855, -1.947872], [3.215305, 0.276710, -0.215384], [5.549085, 0.809118, -0.724665], [4.822613, 2.117991, 0.170275], [5.995202, 2.170411, -2.539528], [5.572620, 3.511946, -1.514551], [3.790230, 2.078005, -3.531006], [4.242891, 3.764000, -3.478711], [1.940560, 3.518686, -2.703160], [2.947912, 4.140375, -1.432317], [0.065604, 3.035808, 0.362136], [-0.528862, 3.917451, -2.497695], [0.502760, 4.652589, -1.287611], [-2.456267, 4.907272, -1.684990], [-1.304840, 6.080962, -1.092792], [-2.828044, 5.472275, 0.726415], [-1.245344, 4.834705, 1.114328], [-3.689606, 3.371972, 0.023892], [-2.844952, 3.023223, 1.500305], [-2.338415, 2.059952, -1.247559], [-1.802724, 1.354586, 0.246635], [1.733945, -1.701816, -1.212981], [0.371266, -1.681136, -0.797467], [1.826366, -2.234706, -2.074718], [2.295703, -2.126099, -0.481089], [-0.010997, -2.579026, -0.492093], [-0.205614, -1.354538, -1.572767], [1.627042, 0.312132, 4.225589], [1.947856, 0.213256, 2.498869], [3.314850, 0.528408, 2.288926], [1.487458, -1.145480, 2.031053], [0.973082, 1.145967, 1.802925], [2.480647, -0.128029, 4.734585], [0.720001, -0.231904, 4.474610], [1.554370, 1.365229, 4.487128]],
  "forces_ev_per_angstrom": [[-0.3, -0.4, 0.7], [-0.3, 0.0, 0.1], [-0.2, 0.2, 0.0], [0.2, -0.1, 0.0], [-0.1, -0.1, 0.0], [0.0, 0.0, 0.0], [0.0, 0.0, 0.0], [0.0, 0.0, 0.0], [0.1, 0.0, -0.1], [0.2, 0.0, 0.1], [0.0, 0.0, 0.1], [0.0, 0.0, 0.0], [0.0, 0.0, 0.0], [0.0, 0.0, 0.0], [0.0, 0.1, 0.0], [0.0, 0.0, 0.0], [0.0, 0.0, 0.0], [0.0, 0.0, 0.0], [0.0, 0.0, 0.0], [0.0, 0.0, 0.0], [0.0, 0.0, 0.0], [0.0, 0.0, 0.0], [0.0, 0.0, 0.0], [0.0, 0.0, 0.0], [-0.1, 0.0, 0.0], [0.0, 0.4, 0.1], [0.0, -0.5, -0.3], [0.1, 0.1, -0.2], [0.1, 0.0, -0.1], [-0.2, 0.0, 0.0], [0.0, 0.0, 0.2], [-0.1, 0.1, 0.3], [0.0, 0.0, 0.0], [0.0, 0.0, 0.0], [0.1, -0.1, 0.0], [0.1, 0.0, 0.0], [0.0, 0.0, 0.0], [0.0, 0.0, 0.0], [0.2, 0.1, 0.0], [-0.1, -0.1, -0.1], [0.0, 0.0, 0.0], [0.0, 0.0, 0.0], [0.3, 0.4, -0.2], [0.0, 0.0, 0.3], [0.1, -0.1, -0.2], [0.1, 0.0, 0.1], [0.1, 0.0, -0.1], [0.0, 0.1, 0.0], [0.1, 0.1, 0.0], [-0.3, -0.1, 0.2], [-0.1, 0.0, 0.1], [0.0, 0.0, 0.0], [-0.1, 0.0, 0.0], [0.0, 0.0, -0.1], [0.1, 0.1, 0.0], [0.0, 0.0, 0.0], [0.0, 0.0, 0.0], [0.0, 0.0, 0.0], [0.0, 0.0, 0.0], [-0.1, 0.0, -0.1], [0.0, 0.0, 0.0], [0.0, 0.0, 0.0], [0.0, 0.0, 0.0], [0.0, 0.0, 0.0], [0.0, 0.0, 0.0], [0.0, 0.0, 0.0], [0.0, 0.0, -0.1], [0.0, 0.1, 0.2], [0.0, 0.0, 0.0], [0.0, 0.0, 0.0], [-0.1, -0.1, -0.1], [0.0, 0.0, 0.0], [0.0, 0.0, 0.0], [0.0, 0.0, 0.1], [0.0, 0.0, 0.0], [0.0, 0.0, 0.0], [0.0, 0.0, 0.0], [0.0, 0.0, 0.0], [0.0, 0.0, 0.0], [0.0, 0.0, 0.0], [0.0, 0.0, 0.0], [0.0, 0.0, 0.0], [0.0, 0.0, 0.0], [0.0, 0.0, 0.0], [0.0, 0.0, 0.0], [0.0, 0.0, 0.0], [0.0, 0.0, -0.1], [0.0, 0.0, 0.0], [-0.2, 0.1, -0.1], [0.1, -0.1, -0.3], [0.0, -0.1, 0.2], [-0.1, 0.1, 0.0], [0.1, 0.0, -0.3], [0.2, -0.1, 0.0], [0.0, 0.0, 0.1], [-0.3, 0.1, -0.5], [0.0, -0.1, -0.1], [0.2, 0.2, 0.2], [0.3, -0.1, 0.1], [0.0, 0.0, 0.0], [-0.1, 0.0, 0.0], [0.1, 0.0, 0.0]],
  "lowdin_charge": [1.025, -0.645, 1.095, -0.396, -0.087, -0.041, -0.029, -0.032, -0.061, -0.419, -0.066, -0.040, -0.039, -0.046, -0.089, 0.100, 0.120, 0.125, 0.126, 0.119, 0.121, 0.124, 0.123, 0.119, 0.084, 1.019, -0.579, 0.000, 0.057, 0.019, 0.072, -0.104, 0.145, 0.145, 0.107, 0.100, -0.176, -0.161, -0.199, -0.418, -0.187, -0.171, 1.237, -0.382, -0.227, -0.164, -0.164, -0.184, -0.166, -0.417, -0.159, -0.156, -0.190, -0.171, -0.193, 0.123, 0.119, 0.116, 0.123, 0.086, 0.104, 0.111, 0.102, 0.107, 0.122, 0.119, 0.111, 0.094, 0.071, 0.121, 0.118, 0.119, 0.119, 0.108, 0.127, 0.085, 0.130, 0.098, 0.107, 0.112, 0.127, 0.126, 0.125, 0.111, 0.128, 0.078, 0.097, 0.061, 0.025, -0.117, 0.105, 0.097, 0.048, 0.088, -0.106, 0.485, -0.227, -0.405, -0.456, 0.092, 0.057, 0.082]
}

Quick rundown of max |F|, same order as above: 3.281 0.870 eV/A